[1]
{
  "formula": "C6H11NO2S",
  "method": "ωB97M-V/def2-TZVPD",
  "e_above_lowest_kj_mol": 264.7,
  "spin_multiplicity": 1,
  "homo_energy_ha": -0.3159,
  "total_charge": 0,
  "elements": ["C", "C", "C", "C", "C", "C", "H", "H", "H", "H", "H", "H", "H", "H", "H", "H", "H", "N", "O", "O", "S"],
  "positions_angstrom": [[0.643, 0.431, 0.289], [-0.316, 0.082, 1.558], [-1.384, -0.972, 1.059], [-1.392, 0.252, -1.414], [-0.401, 1.135, -0.659], [1.206, -1.001, -0.274], [2.690, 0.676, 0.963], [1.868, 2.083, -0.413], [0.413, -0.043, 2.605], [-0.883, 0.969, 1.821], [-0.970, -1.973, 0.711], [-2.150, -1.379, 1.777], [-0.815, -0.441, -2.009], [-2.060, 0.789, -2.003], [-0.691, 1.951, -0.027], [0.062, 1.555, -1.601], [1.966, -2.031, -1.722], [1.723, 1.330, 0.652], [1.723, -0.947, -1.509], [1.378, -1.954, 0.418], [-2.611, -0.514, -0.221]],
  "forces_ev_per_angstrom": [[-2.01, -1.93, 0.06], [1.94, -0.46, 0.83], [-0.54, -2.58, 0.83], [-0.51, -0.89, 3.06], [2.22, -0.22, -2.04], [0.48, 2.47, 0.63], [-3.49, 2.81, -1.67], [0.22, -3.33, 4.30], [-2.29, -0.61, -3.10], [0.11, 0.36, -0.18], [0.12, 1.56, 0.40], [1.12, 0.86, 0.30], [-0.13, -0.47, -0.11], [-0.65, 1.27, -1.36], [-1.09, 0.46, -0.18], [0.61, 0.17, 1.22], [-0.74, 4.47, 0.90], [2.95, 0.51, -2.79], [0.31, -4.08, -1.43], [-0.29, -0.95, 0.66], [1.65, 0.59, -0.34]],
  "lowdin_charge": [-0.50, -0.15, -0.50, -0.44, -0.22, -0.53, 0.18, 0.22, 0.18, 0.08, 0.07, 0.06, 0.07, 0.04, 0.11, 0.12, 0.25, 0.00, 0.04, 0.09, 0.83]
}


[2]
{
  "formula": "C16H45BNO7",
  "method": "ωB97M-V/def2-TZVPD",
  "spin_multiplicity": 1,
  "homo_energy_ha": -0.1003,
  "total_charge": -1,
  "elements": ["C", "O", "B", "N", "O", "H", "H", "H", "H", "H", "C", "C", "C", "O", "H", "H", "H", "H", "H", "H", "H", "H", "C", "C", "C", "O", "H", "H", "H", "H", "H", "H", "H", "H", "C", "C", "C", "O", "H", "H", "H", "H", "H", "H", "H", "H", "C", "C", "C", "O", "H", "H", "H", "H", "H", "H", "H", "H", "C", "C", "C", "O", "H", "H", "H", "H", "H", "H", "H", "H"],
  "positions_angstrom": [[3.283, -1.287, -2.192], [2.155, -1.978, -2.685], [0.926, -1.341, -2.338], [0.722, 0.049, -2.287], [-0.126, -2.277, -2.096], [4.135, -1.479, -2.861], [3.121, -0.213, -2.196], [3.578, -1.624, -1.190], [0.271, 0.330, -1.420], [0.278, -3.150, -1.991], [-1.369, -3.461, 1.804], [0.046, -3.995, 1.646], [0.901, -3.675, 2.864], [0.608, -3.444, 0.466], [-1.343, -2.373, 1.898], [-1.963, -3.696, 0.920], [-1.871, -3.871, 2.685], [0.019, -5.078, 1.498], [0.974, -2.592, 3.002], [1.915, -4.054, 2.728], [0.484, -4.113, 3.772], [0.620, -2.482, 0.551], [0.144, -6.023, 8.080], [-0.435, -5.252, 6.902], [-1.720, -5.890, 6.396], [0.520, -5.164, 5.849], [0.392, -7.045, 7.781], [1.063, -5.552, 8.430], [-0.562, -6.069, 8.911], [-0.634, -4.223, 7.205], [-1.529, -6.908, 6.046], [-2.121, -5.324, 5.554], [-2.478, -5.933, 7.180], [0.722, -6.059, 5.552], [-1.739, 2.272, 2.109], [-1.582, 0.881, 1.513], [-2.928, 0.203, 1.308], [-0.743, 0.081, 2.348], [-2.218, 2.216, 3.092], [-0.763, 2.740, 2.244], [-2.346, 2.911, 1.466], [-1.063, 0.949, 0.557], [-3.445, 0.082, 2.266], [-2.793, -0.788, 0.876], [-3.566, 0.787, 0.643], [-1.166, -0.005, 3.210], [2.281, 4.358, -3.175], [3.164, 3.282, -3.792], [2.556, 2.750, -5.082], [3.360, 2.219, -2.876], [1.303, 3.947, -2.928], [2.724, 4.733, -2.250], [2.136, 5.197, -3.861], [4.157, 3.695, -3.998], [1.585, 2.292, -4.879], [3.196, 1.979, -5.514], [2.421, 3.548, -5.819], [2.483, 1.825, -2.689], [-1.830, 7.143, -4.393], [-0.941, 6.053, -4.977], [-1.508, 5.506, -6.279], [-0.760, 5.002, -4.038], [-2.821, 6.742, -4.163], [-1.406, 7.522, -3.463], [-1.949, 7.976, -5.089], [0.056, 6.458, -5.159], [-2.489, 5.054, -6.108], [-0.856, 4.730, -6.681], [-1.618, 6.294, -7.028], [-1.623, 4.612, -3.852]],
  "forces_ev_per_angstrom": [[0.63, -0.10, -0.80], [-0.08, 0.14, 0.41], [-1.01, 0.93, -0.05], [1.13, -0.23, 0.37], [0.53, -0.26, -0.07], [-0.07, -0.11, 0.09], [-0.10, 0.00, 0.20], [-0.19, -0.02, 0.05], [-0.55, 0.00, -0.32], [-0.16, 0.14, 0.05], [-0.28, -0.11, 0.05], [-0.03, 0.59, 0.08], [0.07, -0.10, -0.01], [0.28, -0.46, 0.16], [0.07, -0.01, 0.06], [0.03, -0.03, 0.00], [0.04, -0.02, 0.01], [0.04, 0.00, -0.11], [-0.09, 0.01, -0.02], [-0.02, -0.03, -0.02], [0.03, 0.06, -0.04], [-0.09, 0.00, -0.20], [0.10, 0.09, 0.06], [-0.02, -0.41, -0.03], [-0.07, 0.11, -0.08], [-0.01, 0.09, 0.18], [-0.08, -0.02, -0.01], [-0.02, 0.03, 0.00], [0.00, -0.02, -0.01], [0.06, 0.05, -0.06], [0.02, -0.03, 0.07], [0.01, 0.03, 0.02], [0.01, -0.02, 0.00], [0.00, 0.04, -0.02], [0.13, 0.05, 0.01], [-0.23, 0.08, 0.14], [0.02, -0.14, -0.04], [0.15, -0.06, -0.03], [-0.07, -0.03, -0.03], [0.00, -0.01, -0.05], [0.00, -0.01, 0.00], [0.08, -0.07, 0.02], [-0.01, 0.08, 0.02], [0.02, 0.04, -0.07], [0.01, 0.00, 0.00], [-0.03, 0.03, -0.05], [0.15, 0.12, 0.12], [-0.36, -0.20, 0.06], [0.03, 0.00, -0.16], [-0.06, 0.18, 0.06], [-0.04, -0.03, -0.09], [0.07, -0.01, -0.04], [-0.04, 0.00, 0.00], [0.04, -0.03, 0.03], [-0.01, 0.03, 0.06], [0.03, 0.02, 0.01], [0.00, 0.00, 0.01], [0.04, -0.40, 0.03], [0.08, 0.08, 0.08], [-0.37, -0.12, 0.00], [0.11, -0.05, -0.09], [0.03, 0.15, 0.00], [-0.02, -0.02, -0.07], [0.03, 0.00, -0.02], [-0.02, -0.01, 0.00], [0.05, -0.05, 0.05], [-0.03, 0.06, 0.02], [0.02, 0.02, 0.02], [-0.02, 0.00, 0.01], [0.06, -0.07, -0.01]],
  "lowdin_charge": [-0.14, -0.05, -0.94, 0.06, 0.03, 0.07, 0.04, 0.08, -0.08, 0.05, -0.06, -0.49, -0.05, -0.05, 0.05, 0.08, 0.07, 0.13, 0.08, 0.08, 0.05, 0.10, -0.07, -0.50, -0.06, -0.06, 0.08, 0.08, 0.08, 0.14, 0.08, 0.08, 0.08, 0.09, -0.07, -0.49, -0.06, -0.06, 0.07, 0.08, 0.08, 0.13, 0.08, 0.07, 0.08, 0.08, -0.07, -0.51, -0.06, -0.08, 0.07, 0.07, 0.06, 0.13, 0.08, 0.07, 0.07, 0.05, -0.07, -0.50, -0.06, -0.06, 0.08, 0.08, 0.07, 0.13, 0.08, 0.08, 0.08, 0.09]
}


[3]
{
  "formula": "H4OS2",
  "method": "ωB97M-V/def2-TZVPD",
  "e_above_lowest_kj_mol": 42.0,
  "spin_multiplicity": 1,
  "homo_energy_ha": -0.3477,
  "smiles": "SS.O",
  "total_charge": 0,
  "elements": ["S", "S", "H", "H", "H", "H", "O"],
  "positions_angstrom": [[3.596, -1.966, 2.064], [2.061, -3.206, 2.286], [3.693, -1.772, 0.729], [0.915, -2.502, 2.153], [-3.666, 2.868, -3.030], [-2.898, 3.082, -1.906], [-3.701, 3.496, -2.297]],
  "forces_ev_per_angstrom": [[0.74, 1.27, -0.02], [-0.93, -1.43, -0.11], [-0.20, -0.31, 0.09], [0.39, 0.46, 0.03], [-1.01, 0.36, -0.69], [-0.54, 1.05, 0.69], [1.55, -1.42, 0.00]],
  "lowdin_charge": [0.20, 0.19, -0.19, -0.19, 0.03, 0.05, -0.08]
}